DFT (wB97M-V/def2-TZVPD) results for a structure of composition C2H4F7N3O8PS3 at a distorted geometry.

The value obtained for the HOMO-LUMO gap is 8.3691 eV. The total charge is -1. The highest occupied orbital energy is -0.23625 Eh. For the energy relative to the best compared isomer or geometry (same formula, charge and spin), the calculation gives 0.0 kcal per mole.

Geometry (Å):
N: -1.6848 2.1550 -3.3160
P: -1.0562 2.2133 -1.9151
O: -2.1274 2.0758 -0.7518
O: -0.3801 3.6145 -1.5717
N: 0.1386 0.9692 -1.5998
C: 0.6370 0.8101 -0.2126
F: 1.3366 -0.2966 -0.1024
F: -0.4477 0.6804 0.5533
C: 1.4264 1.9865 0.4069
F: 2.5029 2.3062 -0.3312
F: 1.8426 1.5878 1.6295
S: 1.3144 0.8846 -2.8000
O: 2.4892 0.2815 -2.3089
O: 1.3602 2.0914 -3.5389
F: 0.5773 -0.1647 -3.6911
H: -1.3587 1.4217 -3.9284
H: -2.9617 1.8341 -1.1871
H: -0.6739 3.9378 -0.7074
H: 0.7784 2.8499 0.5626
N: -0.1135 -2.9624 2.1132
S: 0.7111 -4.1085 2.8448
O: 0.1999 -5.4266 2.6468
O: 1.2140 -3.7654 4.1356
F: 1.9890 -4.0449 1.9021
S: -1.5421 -2.6606 2.6932
O: -2.2934 -1.8399 1.7963
O: -1.5974 -2.3566 4.0879
F: -2.2809 -4.0734 2.5899

Results of the Mulliken charge analysis, in e, for atoms 1 through 8:
1. N -0.79
2. P 0.73
3. O -0.45
4. O -0.49
5. N 0.22
6. C 0.44
7. F -0.28
8. F -0.31